[1]
Density functional theory data (ωB97M-V/def2-TZVPD) for C4H4N2O as an isolated structure.

The geometry in XYZ format:
```
11
Properties=species:S:1:pos:R:3:forces:R:3:lowdin_charge:R:1
O -0.675 2.044 -1.774 0.1 -0.3 0.3 0.1086
C -0.469 1.158 -1.004 -0.3 0.3 -0.2 -0.4115
C -1.442 0.309 -0.289 0.0 0.0 0.0 -0.0064
C -1.069 -0.672 0.566 -0.3 0.1 -0.1 -0.0970
N 0.283 -0.982 0.861 0.0 0.1 -0.1 0.1231
C 0.836 -0.135 0.141 0.3 0.1 -0.1 -0.3003
N 0.945 0.775 -0.647 -0.1 -0.3 0.2 0.2319
H -2.485 0.512 -0.483 0.1 0.0 0.0 0.1161
H -1.777 -1.298 1.094 0.0 0.1 -0.1 0.1204
H 3.072 -0.495 0.856 0.2 0.3 0.1 0.0623
H 2.832 -1.152 0.639 0.1 -0.4 -0.1 0.0529
```
Forces are in eV/Å.

Computed properties:
total charge	0
E	-339.4655	a.u.
spin multiplicity	1
HOMO	-0.3618	Eh

[2]
Density functional theory data (ωB97M-V/def2-TZVPD) for C27H38BiCl2PSb as an isolated structure.

The geometry in XYZ format:
```
70
Properties=species:S:1:pos:R:3:forces:R:3:lowdin_charge:R:1
Bi -0.275 0.293 0.975 0.1 -0.6 -2.4 0.7483
Cl -1.683 2.143 -0.209 -0.1 0.3 0.3 -0.2760
Cl 1.091 -1.908 0.150 0.1 -0.1 0.6 -0.2693
H -1.565 -0.790 0.235 0.6 0.6 0.0 -0.1035
H 1.176 0.975 0.103 -0.6 -0.1 0.0 -0.1289
P -0.082 0.138 -2.994 0.2 -0.5 3.8 0.9921
C 0.198 1.877 -3.502 -0.1 -0.2 -0.5 -0.5736
C 1.098 -1.040 -3.782 -0.6 0.6 -1.0 -0.5776
C -1.870 -0.267 -3.211 0.4 0.3 -0.8 -0.5640
C 1.169 2.593 -2.539 -0.1 -0.1 -0.1 -0.1533
H -0.788 2.359 -3.381 0.2 -0.2 -0.1 0.0996
C 0.638 1.951 -4.957 0.1 0.7 -0.3 -0.1461
H 1.652 1.557 -5.093 -0.2 0.0 0.0 0.0682
H 0.640 3.000 -5.277 0.1 0.0 -0.2 0.0684
H -0.038 1.403 -5.622 0.1 0.0 0.1 0.0551
H 0.676 2.776 -1.577 0.2 -0.1 -0.2 0.0084
H 1.456 3.561 -2.972 0.0 -0.1 0.1 0.0688
H 2.079 2.003 -2.354 -0.3 0.2 -0.1 0.0535
H -2.347 0.561 -2.652 0.2 -0.3 -0.3 0.0681
C -2.303 -1.587 -2.532 0.0 0.1 0.1 -0.1434
C -2.230 -0.190 -4.694 -0.8 -0.2 -0.1 -0.1471
H -2.174 0.840 -5.065 0.0 -0.2 0.0 0.0603
H -3.257 -0.545 -4.842 0.0 0.1 -0.2 0.0658
H -1.566 -0.817 -5.307 -0.1 0.1 0.2 0.0704
H -1.537 -1.983 -1.851 -0.2 0.1 -0.2 0.0319
H -2.556 -2.355 -3.279 0.1 0.2 0.2 0.0671
H -3.201 -1.390 -1.927 0.2 -0.2 -0.2 0.0696
C 2.489 -0.752 -3.203 0.0 -0.2 0.1 -0.1438
H 1.053 -0.836 -4.864 0.5 -0.4 0.0 0.0873
C 0.708 -2.491 -3.483 0.1 0.0 0.2 -0.1392
H 2.871 0.245 -3.445 -0.1 -0.1 0.0 0.0526
H 3.199 -1.492 -3.588 0.0 0.1 0.0 0.0716
H 2.450 -0.865 -2.109 0.0 0.1 -0.3 0.0329
H 0.721 -2.648 -2.392 -0.1 0.0 -0.3 0.0112
H 1.454 -3.164 -3.924 -0.1 0.1 0.0 0.0733
H -0.278 -2.771 -3.872 0.2 0.1 0.0 0.0584
C -0.949 4.683 4.697 0.1 -0.4 -0.1 -0.1074
C 0.179 4.388 3.912 -0.2 -0.1 0.1 -0.0997
C 0.439 3.066 3.518 -0.3 0.3 0.5 -0.1388
C -0.409 2.049 3.977 -0.2 -0.4 -1.2 -0.4339
C -1.590 2.341 4.664 0.2 0.7 0.3 -0.1614
C -1.849 3.663 5.053 0.3 -0.1 -0.3 -0.1005
Sb 0.009 -0.095 3.852 -0.4 -0.1 4.6 1.2623
C 2.201 -0.359 3.804 0.2 0.1 -1.0 -0.3905
C 3.147 -0.318 2.773 0.6 -0.1 0.4 -0.1402
C 4.506 -0.503 3.094 -0.3 0.0 0.2 -0.0949
C 4.889 -0.751 4.424 -0.4 0.1 0.0 -0.1091
C 3.922 -0.817 5.443 0.0 0.1 -0.5 -0.1059
C 2.571 -0.621 5.125 0.6 0.0 -0.1 -0.2004
C -1.825 -1.364 3.562 0.4 0.3 -1.7 -0.4316
C -1.638 -2.637 4.089 -0.9 -0.2 0.1 -0.1705
C -2.729 -3.521 4.126 0.1 0.4 -0.1 -0.1009
C -3.964 -3.127 3.584 0.4 0.2 0.0 -0.1094
C -4.103 -1.868 2.983 0.1 0.0 0.3 -0.1021
C -3.022 -0.974 2.958 -0.2 -0.7 0.2 -0.1694
H -1.136 5.708 5.021 0.1 -0.3 -0.1 0.0908
H 0.862 5.191 3.610 -0.3 -0.3 0.1 0.0973
H 1.299 2.846 2.876 -0.3 0.0 0.3 0.0966
H -2.297 1.542 4.918 0.3 0.3 0.1 0.0888
H -2.744 3.889 5.636 0.2 0.0 -0.2 0.0946
H 2.848 -0.165 1.731 0.1 -0.1 0.4 0.0398
H 5.266 -0.462 2.305 -0.3 0.0 0.3 0.0979
H 5.942 -0.899 4.675 -0.3 0.0 -0.1 0.0908
H 4.204 -1.021 6.479 0.0 0.1 -0.4 0.0931
H 1.807 -0.672 5.911 0.2 0.0 -0.4 0.0511
H -0.661 -2.942 4.481 -0.3 0.2 0.0 0.0826
H -2.608 -4.507 4.580 -0.1 0.2 -0.2 0.0934
H -4.812 -3.812 3.620 0.2 0.2 0.0 0.0906
H -5.055 -1.576 2.540 0.2 -0.1 0.1 0.0944
H -3.117 -0.010 2.446 0.0 -0.3 0.2 0.0851
```
Forces are in eV/Å.

Computed properties:
total charge	-1
E	-2768.1190	a.u.
spin multiplicity	1
HOMO	-0.1166	Eh

[3]
Density functional theory data (ωB97M-V/def2-TZVPD) for one molecule with the formula C4H11NO2.

The geometry in XYZ format:
```
18
Properties=species:S:1:pos:R:3:forces:R:3:lowdin_charge:R:1
C 1.098 -0.743 -0.528 0.6 -1.0 -0.4 -0.0608
C 0.024 -0.335 0.466 0.6 0.7 -0.3 -0.3744
C 0.643 0.353 1.663 0.1 -0.7 1.6 -0.2395
O 1.649 -0.410 2.336 0.5 -0.3 -0.3 -0.0737
N -0.927 0.647 -0.116 0.7 -1.9 1.0 -0.0144
C -1.640 0.208 -1.247 -1.8 1.7 -1.4 -0.2913
O -1.011 0.309 -2.565 0.4 -0.1 1.1 -0.0871
H 1.787 -1.530 -0.201 -0.1 0.2 0.7 0.0791
H 1.741 0.098 -0.796 -0.2 0.2 -0.1 0.0870
H 0.706 -1.197 -1.439 -0.4 0.4 -0.1 0.0726
H -0.493 -1.204 0.877 -0.4 0.0 -0.4 0.1446
H 1.140 1.286 1.402 -0.2 0.2 -0.1 0.1241
H -0.121 0.498 2.430 -0.3 0.7 -0.4 0.1227
H 1.274 -1.063 2.941 -0.2 0.3 -0.3 0.0897
H -0.493 1.554 -0.142 -0.2 0.3 -0.4 0.1145
H -2.539 0.844 -1.352 0.3 0.0 0.2 0.1141
H -2.080 -0.776 -1.147 0.6 -0.5 0.2 0.1223
H -0.314 0.964 -2.422 -0.1 -0.2 -0.4 0.0706
```
Forces are in eV/Å.

Computed properties:
total charge	0
SMILES string	C[C@@H](CO)NCO
E	-364.2054	a.u.
spin multiplicity	1
HOMO	-0.3461	Eh

[4]
Density functional theory data (ωB97M-V/def2-TZVPD) for one molecule with the formula C2H3N3O.

The geometry in XYZ format:
```
9
Properties=species:S:1:pos:R:3:forces:R:3:lowdin_charge:R:1
C -0.693 0.146 -0.293 0.6 0.2 0.6 -0.5263
C -0.127 -0.938 -1.156 -2.5 1.0 -0.6 -0.1587
N 1.305 -1.072 -1.330 2.9 2.2 -2.1 0.0439
N 0.800 -1.909 -0.611 -0.4 -3.3 2.6 0.0449
N 0.106 0.556 0.718 0.1 0.1 0.1 0.1761
O -1.790 0.607 -0.506 -0.4 -0.1 -0.4 0.0764
H -0.766 -1.256 -1.971 -0.1 0.1 0.0 0.1333
H 1.020 0.173 0.889 -0.1 -0.1 -0.1 0.0939
H -0.231 1.285 1.324 0.0 0.0 -0.1 0.1165
```
Forces are in eV/Å.

Computed properties:
total charge	0
E	-317.3449	a.u.
spin multiplicity	3
HOMO (spin up / spin down)	-0.2764 / -0.3914	Eh

[5]
Density functional theory data (ωB97M-V/def2-TZVPD) for one molecule with the formula H5NOSSi.

The geometry in XYZ format:
```
9
Properties=species:S:1:pos:R:3:forces:R:3:lowdin_charge:R:1
N 0.670 1.117 0.326 -1.9 1.0 2.6 -0.0963
O 0.065 -1.589 0.198 1.9 -3.0 3.9 -0.2647
Si -0.245 -0.119 -0.310 -1.0 0.3 -2.4 -0.0250
S -2.389 0.083 0.104 0.6 1.1 -1.1 0.4389
H 1.453 1.563 -0.076 0.6 0.5 -0.2 0.0147
H 0.163 1.601 1.122 1.5 -0.4 -1.5 0.0652
H 0.449 -1.842 1.132 -1.3 1.0 -3.1 0.1342
H 0.060 -0.264 -1.788 -0.4 0.3 0.6 -0.0093
H -2.166 -0.704 1.108 -0.1 -0.9 1.1 -0.2577
```
Forces are in eV/Å.

Computed properties:
total charge	0
SMILES string	N[Si@@H](O)S
E	-820.7577	a.u.
spin multiplicity	1
HOMO	-0.3454	Eh

[6]
Density functional theory data (ωB97M-V/def2-TZVPD) for C17H19MgNPS as an isolated structure.

The geometry in XYZ format:
```
40
Properties=species:S:1:pos:R:3:forces:R:3:lowdin_charge:R:1
C -1.876 0.139 -3.929 -1.9 -0.2 3.0 -0.2000
C -2.396 1.264 -4.587 -0.3 0.0 0.6 -0.2504
C -3.477 1.806 -3.827 0.4 -0.5 0.1 -0.2263
C -3.672 1.013 -2.654 0.7 0.0 -0.6 -0.2485
C -2.728 -0.028 -2.629 1.8 0.6 -2.9 -0.2038
Mg 0.086 -2.223 -1.999 -1.4 -1.0 1.1 0.0043
P 1.662 -1.935 -3.899 0.9 0.3 -1.3 0.5274
H -1.058 -0.509 -4.245 -0.3 0.1 0.0 -0.0137
H -2.024 1.663 -5.531 -0.1 0.0 0.2 0.0534
H -4.051 2.692 -4.092 0.1 -0.2 0.0 0.0450
H -2.608 -0.818 -1.887 -0.1 0.2 -0.2 -0.0051
H -4.426 1.183 -1.891 0.0 0.0 -0.1 0.0506
H 2.722 -0.981 -3.757 0.2 -0.1 -0.2 -0.1560
H 1.245 -1.629 -5.235 0.2 -0.1 0.1 -0.1360
H 2.440 -3.106 -4.176 -0.3 0.6 0.2 -0.1374
N 0.550 -0.966 -0.413 0.0 0.7 0.0 -0.4595
S -0.303 -0.133 0.663 0.3 -0.3 -0.4 0.9446
C -0.219 -1.109 2.167 -0.3 -0.1 0.5 -0.4080
C -1.419 -1.595 2.709 0.5 0.3 -0.1 -0.0822
C -1.372 -2.413 3.838 0.3 0.0 0.0 -0.0800
C -0.136 -2.766 4.397 -0.1 0.2 -0.3 -0.0834
C 1.054 -2.293 3.833 -0.2 0.2 -0.3 -0.0726
C 1.015 -1.457 2.710 -0.2 -0.3 0.5 -0.0884
C 0.818 1.205 1.100 0.0 0.6 0.6 -0.3881
C 1.673 1.707 0.119 0.1 0.0 0.1 -0.0817
C 2.584 2.716 0.449 -0.3 0.0 0.3 -0.0741
C 2.606 3.248 1.744 -0.1 -0.2 -0.1 -0.0897
C 1.721 2.765 2.716 -0.1 -0.1 -0.3 -0.0832
C 0.812 1.756 2.392 0.2 0.0 -0.3 -0.0854
H 1.508 -0.999 -0.061 0.2 -0.4 -0.1 -0.0288
H -2.360 -1.314 2.233 0.2 -0.1 0.2 0.1120
H -2.301 -2.778 4.275 0.3 0.0 -0.1 0.1041
H -0.100 -3.415 5.272 0.0 0.2 -0.2 0.0997
H 2.019 -2.567 4.260 -0.3 0.0 -0.1 0.1035
H 1.934 -1.073 2.267 -0.2 -0.2 0.1 0.1134
H 1.639 1.282 -0.884 0.0 0.1 0.3 0.1044
H 3.273 3.086 -0.312 -0.2 -0.1 0.2 0.1057
H 3.310 4.043 1.996 -0.2 -0.2 -0.1 0.0995
H 1.737 3.172 3.728 0.0 -0.1 -0.3 0.1026
H 0.117 1.369 3.139 0.2 0.1 -0.1 0.1120
```
Forces are in eV/Å.

Computed properties:
total charge	-1
E	-1653.3967	a.u.
spin multiplicity	1
HOMO (spin up / spin down)	-0.0433 / -0.0433	Eh

Largest force on an atom? In order: 0.4, 4.6, 2.9, 4.2, 5.3, 3.6 eV Å⁻¹.
Energy above the lowest of the compared OMol25 structures with the same formula, charge and spin? In order: 72.92, 0.00, 39.38, 0.00, 6.23, 6.55 kcal per mole.